Molecular formula: C33H36BrN3O3PV
Method: DFT, ωB97M-V with the def2-TZVPD basis set

Output
* frontier orbital gap (alpha / beta): 3.84 / 3.17 eV
* multiplicity: 2
* ΔE to the lowest compared entry with this formula, charge and spin: 3.9 kcal per mole
* electronic energy: -5528.47180 Ha
* net charge: -1
* lowest unoccupied orbital energy (alpha / beta): 0.06500 / 0.06503 hartree

Geometry (Å):
V -0.70 -0.65 -0.40
O 0.35 -0.95 2.68
C 0.94 -0.14 1.97
O 0.51 0.38 0.87
C 2.29 0.42 2.43
C 2.58 0.27 3.78
C 3.75 0.79 4.32
C 4.63 1.47 3.49
C 4.35 1.60 2.13
C 3.19 1.07 1.57
P 2.85 1.32 -0.24
C 2.98 -0.36 -0.95
C 3.32 -1.50 -0.22
C 3.44 -2.73 -0.86
C 3.22 -2.83 -2.22
C 2.86 -1.70 -2.95
C 2.74 -0.48 -2.31
C 4.51 1.96 -0.76
C 4.66 3.33 -0.91
C 5.85 3.89 -1.35
C 6.92 3.07 -1.67
C 6.79 1.69 -1.53
C 5.60 1.14 -1.08
H 1.87 -0.27 4.39
H 3.96 0.67 5.37
H 5.54 1.89 3.89
H 5.08 2.10 1.50
H 3.51 -1.43 0.85
H 3.69 -3.61 -0.28
H 3.29 -3.79 -2.71
H 2.64 -1.78 -4.00
H 2.42 0.39 -2.88
H 3.81 3.98 -0.68
H 5.94 4.97 -1.46
H 7.85 3.50 -2.03
H 7.62 1.05 -1.78
H 5.51 0.07 -0.98
N -0.85 1.91 -2.26
C -0.80 0.94 -1.61
Br -7.07 0.54 1.80
C -5.31 0.06 1.19
C -4.33 -0.22 2.12
C -3.05 -0.51 1.65
C -2.67 -0.49 0.29
C -3.75 -0.24 -0.58
C -5.04 0.03 -0.17
H -4.55 -0.21 3.18
H -2.29 -0.74 2.40
H -3.55 -0.23 -1.65
H -5.83 0.23 -0.88
N -0.97 4.45 0.44
C 0.04 3.73 1.29
C -0.70 3.05 2.43
N -1.72 2.16 1.95
C -2.67 2.79 1.07
C -2.02 3.50 -0.10
H -0.51 4.92 -0.33
H -1.43 5.16 1.02
H 0.80 4.44 1.60
H 0.49 2.98 0.63
H -1.15 3.80 3.10
H 0.03 2.49 3.02
H -1.26 1.40 1.44
H -3.29 3.49 1.66
H -3.34 2.03 0.66
H -2.71 4.09 -0.70
H -1.50 2.79 -0.76
C -2.18 -3.95 -1.67
C -0.83 -3.37 -1.25
C -0.61 -3.53 0.25
O -0.76 -2.03 -1.65
H -2.32 -4.97 -1.30
H -2.28 -3.95 -2.75
H -2.98 -3.32 -1.25
H -0.04 -3.93 -1.78
H 0.31 -3.02 0.56
H -0.52 -4.58 0.53
H -1.45 -3.09 0.81

These are the Löwdin partial charges, in e, on atoms 1 to 8: atom 1 (V): 0.602, atom 2 (O): 0.050, atom 3 (C): -0.598, atom 4 (O): -0.234, atom 5 (C): -0.146, atom 6 (C): -0.031, atom 7 (C): -0.088, atom 8 (C): -0.093

Molecular formula: C33H36Cl4N2O4
Method: DFT, ωB97M-V with the def2-TZVPD basis set

Output
* frontier orbital gap: 8.97 eV
* ΔE to the lowest compared entry with this formula, charge and spin: 36.6 kcal per mole
* electronic energy: -3529.99515 Ha
* lowest unoccupied orbital energy: -0.00674 hartree

Geometry (Å):
C -4.42 2.54 -2.74
N -5.11 3.29 -3.83
O -6.06 2.78 -4.36
O -4.90 4.54 -3.91
H -3.68 1.85 -3.14
H -5.15 1.93 -2.21
H -3.93 3.33 -2.16
C -2.16 1.51 5.90
N -1.65 2.33 4.68
O -1.51 3.57 4.78
O -1.43 1.69 3.65
H -2.82 0.70 5.56
H -2.70 2.15 6.60
H -1.18 1.22 6.26
Cl 2.67 0.23 -4.47
C 4.12 -0.61 -3.83
Cl 3.52 -1.84 -2.68
Cl 4.97 -1.44 -5.08
Cl 5.00 0.69 -2.96
C 1.00 -6.00 -5.03
C 0.03 -5.03 -4.60
C 0.37 -4.21 -3.52
C 1.61 -4.51 -2.87
C 2.57 -5.31 -3.49
C 2.29 -6.09 -4.55
H 0.57 -6.58 -5.83
H -0.93 -4.97 -5.09
H -0.28 -3.51 -3.03
H 1.80 -3.99 -1.95
H 3.43 -5.54 -2.89
H 3.02 -6.74 -5.02
C -0.69 -0.73 -2.15
C -1.99 -0.31 -1.91
C -2.23 0.24 -0.64
C -1.20 0.50 0.27
C 0.07 0.03 0.01
C 0.36 -0.53 -1.20
H -0.45 -1.33 -3.01
H -2.80 -0.51 -2.60
H -3.24 0.60 -0.53
H -1.33 0.92 1.26
H 0.71 -0.04 0.88
H 1.31 -1.02 -1.30
C -6.18 3.43 1.09
C -4.86 2.95 1.28
C -4.62 1.99 2.29
C -5.63 1.60 3.19
C -6.92 2.06 3.01
C -7.16 2.92 1.96
H -6.39 4.22 0.39
H -4.05 3.33 0.68
H -3.69 1.45 2.22
H -5.44 0.85 3.95
H -7.75 1.62 3.54
H -8.15 3.35 1.99
C 4.96 -2.92 0.29
C 5.65 -2.10 1.18
C 4.94 -1.52 2.18
C 3.56 -1.72 2.30
C 2.89 -2.61 1.46
C 3.60 -3.30 0.45
H 5.37 -3.50 -0.51
H 6.68 -1.84 1.02
H 5.39 -0.90 2.94
H 2.98 -1.11 2.97
H 1.82 -2.72 1.49
H 3.07 -4.04 -0.12
C 4.87 2.91 2.10
C 4.50 2.28 0.89
C 3.16 2.25 0.53
C 2.12 2.70 1.42
C 2.53 3.26 2.65
C 3.90 3.26 3.02
H 5.86 2.82 2.50
H 5.25 1.83 0.25
H 2.97 1.77 -0.42
H 1.10 2.48 1.13
H 1.84 3.54 3.43
H 4.22 3.59 3.99

These are the Löwdin partial charges, in e, on atoms 1 to 8: atom 1 (C): 0.033, atom 2 (N): -0.415, atom 3 (O): 0.068, atom 4 (O): 0.021, atom 5 (H): 0.084, atom 6 (H): 0.101, atom 7 (H): 0.095, atom 8 (C): 0.068

Molecular formula: C33H36F7N3O21
Method: DFT, ωB97M-V with the def2-TZVPD basis set

Output
* frontier orbital gap: 8.61 eV
* ΔE to the lowest compared entry with this formula, charge and spin: 13.4 kcal per mole
* electronic energy: -3722.52114 Ha
* lowest unoccupied orbital energy: 0.00907 hartree

Geometry (Å):
O 15.72 10.40 6.31
C 14.58 10.64 6.57
O 13.43 9.92 6.35
C 12.30 10.59 6.94
C 12.95 11.76 7.67
F 12.95 11.59 9.07
O 14.27 11.79 7.25
H 11.61 10.82 6.14
H 11.85 9.97 7.69
H 12.58 12.73 7.57
O 10.65 13.65 8.96
C 10.31 12.97 9.90
O 10.31 13.46 11.14
C 10.33 12.28 12.03
C 9.59 11.34 11.21
F 8.25 11.55 11.34
O 9.94 11.72 9.91
H 11.37 11.93 12.26
H 9.74 12.43 12.96
H 9.81 10.27 11.27
O 12.43 9.53 11.22
C 13.35 8.82 11.39
O 13.27 7.50 11.77
C 14.61 7.08 12.23
C 15.52 8.04 11.56
F 16.02 7.56 10.38
O 14.67 9.18 11.36
H 14.74 7.21 13.33
H 14.74 6.06 11.93
H 16.36 8.30 12.24
O 9.81 15.45 13.85
C 10.61 15.93 13.09
O 10.41 16.87 12.21
C 11.56 16.86 11.36
C 12.57 16.07 12.04
F 13.33 16.94 12.82
O 11.83 15.40 12.95
H 11.29 16.32 10.49
H 12.02 17.80 11.12
H 13.17 15.34 11.48
O 15.01 17.64 10.29
C 14.83 16.67 9.59
O 13.64 16.16 9.34
C 13.70 14.89 8.72
C 15.14 14.96 8.17
F 15.10 15.43 6.92
O 15.74 15.87 8.99
H 13.60 14.10 9.49
H 12.88 14.83 8.03
H 15.73 14.01 8.07
O 15.51 9.74 14.13
C 16.44 10.53 14.11
O 16.36 11.69 14.74
C 17.49 12.53 14.53
C 18.45 11.68 13.61
F 19.43 11.11 14.34
O 17.56 10.54 13.36
H 17.07 13.44 14.10
H 18.05 12.57 15.50
H 18.69 11.99 12.57
O 17.31 15.90 15.88
C 17.29 16.46 14.83
O 16.78 17.68 14.64
C 16.92 18.03 13.23
C 17.54 16.83 12.58
F 18.80 17.13 12.10
O 17.73 15.94 13.65
H 15.93 18.34 12.86
H 17.55 18.90 13.25
H 17.12 16.42 11.66
C 10.67 10.78 14.85
C 10.68 9.46 14.29
C 11.97 9.01 14.24
N 12.80 9.97 14.77
C 12.00 11.05 15.14
H 9.90 11.51 14.92
H 9.75 9.03 14.07
H 12.22 7.97 14.02
H 13.82 9.88 14.69
H 12.37 11.95 15.58
C 19.30 10.47 10.61
C 19.37 11.84 10.35
C 18.50 12.04 9.30
N 17.91 10.86 8.91
C 18.43 9.83 9.75
H 19.88 9.95 11.28
H 20.05 12.56 10.75
H 18.16 12.90 8.76
H 17.41 10.81 8.03
H 18.30 8.83 9.54
C 15.33 14.39 12.71
C 16.10 13.86 11.67
C 15.87 12.54 11.45
N 14.88 12.21 12.35
C 14.53 13.32 13.11
H 15.25 15.41 13.00
H 16.73 14.42 10.96
H 16.10 11.78 10.63
H 14.34 11.32 12.35
H 13.62 13.36 13.77

These are the Löwdin partial charges, in e, on atoms 1 to 8: atom 1 (O): 0.164, atom 2 (C): -0.486, atom 3 (O): 0.078, atom 4 (C): -0.007, atom 5 (C): -0.272, atom 6 (F): 0.028, atom 7 (O): 0.110, atom 8 (H): 0.143

Molecular formula: C33H37AgBN6O4S
Method: DFT, ωB97M-V with the def2-TZVPD basis set

Output
* frontier orbital gap: 7.65 eV
* ΔE to the lowest compared entry with this formula, charge and spin: 31.3 kcal per mole
* electronic energy: -2479.33017 Ha
* net charge: -1
* lowest unoccupied orbital energy: 0.09655 hartree

Geometry (Å):
Ag -2.14 14.85 15.06
C -2.85 17.31 10.20
C -2.32 16.27 11.11
C -1.06 15.68 11.07
C -1.04 14.72 12.11
N -2.23 14.81 12.80
N -3.00 15.73 12.13
B -4.31 16.22 12.77
N -4.05 17.40 13.74
N -2.73 17.91 13.84
C -2.70 18.65 14.98
C -4.00 18.67 15.56
C -4.82 17.98 14.70
C -6.31 17.96 14.68
C -1.51 19.30 15.31
C -0.41 19.24 14.45
C 0.69 20.01 14.72
C 0.80 20.74 15.88
C -0.22 20.74 16.83
C -1.39 20.03 16.53
N -4.97 15.06 13.58
N -4.19 14.57 14.71
C -4.96 13.58 15.25
C -6.23 13.51 14.61
C -6.14 14.46 13.56
C -7.04 14.66 12.39
C -4.48 12.92 16.39
C -5.46 12.46 17.30
C -5.11 11.99 18.56
C -3.72 11.91 18.91
C -2.77 12.34 17.99
C -3.14 12.75 16.70
C 0.03 13.82 12.41
C 0.17 13.09 13.56
C 1.16 12.06 13.73
C 2.00 11.76 12.69
C 1.93 12.54 11.50
C 0.95 13.49 11.38
H -1.99 17.73 9.61
H -3.54 16.95 9.43
H -3.32 18.13 10.84
H -0.24 15.79 10.38
H -5.05 16.55 11.89
H -4.28 19.18 16.47
H -6.67 18.24 15.67
H -6.66 18.64 13.92
H -6.68 16.92 14.39
H -0.63 18.80 13.46
H 1.51 20.09 14.00
H 1.69 21.40 16.02
H -0.20 21.39 17.69
H -2.22 19.90 17.26
H -6.93 12.71 14.74
H -8.08 14.57 12.70
H -6.88 15.63 11.89
H -6.84 13.84 11.73
H -6.51 12.66 16.98
H -5.89 11.57 19.21
H -3.47 11.60 19.98
H -1.72 12.22 18.18
H -2.31 12.93 15.99
H -0.40 13.32 14.51
H 1.21 11.58 14.70
H 2.66 10.91 12.83
H 2.61 12.40 10.69
H 0.87 14.11 10.50
C 1.76 15.92 17.61
S 0.16 15.36 17.18
O 0.19 13.91 16.93
O -0.78 15.77 18.27
O -0.18 16.19 15.89
H 1.84 15.85 18.72
H 1.91 16.90 17.16
H 2.50 15.24 17.11
C -4.87 18.18 19.85
C -4.15 17.41 18.72
O -2.79 17.88 18.69
H -5.15 17.49 20.65
H -5.72 18.79 19.54
H -4.20 18.82 20.38
H -4.66 17.60 17.76
H -4.18 16.36 18.94
H -2.12 17.21 18.40

These are the Löwdin partial charges, in e, on atoms 1 to 8: atom 1 (Ag): 0.791, atom 2 (C): -0.042, atom 3 (C): -0.305, atom 4 (C): 0.021, atom 5 (C): -0.225, atom 6 (N): 0.052, atom 7 (N): 0.011, atom 8 (B): -0.542

Molecular formula: C33H37Br4NO3RhS3Si3
Method: DFT, ωB97M-V with the def2-TZVPD basis set

Output
* frontier orbital gap (alpha / beta): 6.89 / 6.89 eV
* ΔE to the lowest compared entry with this formula, charge and spin: 0.0 kcal per mole
* electronic energy: -14029.99511 Ha
* net charge: -1
* lowest unoccupied orbital energy (alpha / beta): 0.08009 / 0.08011 hartree

Geometry (Å):
Rh 0.01 0.07 -0.05
Br -2.84 6.38 -0.04
C -1.75 4.90 0.40
C -0.99 4.89 1.55
Br -1.01 6.36 2.74
C -0.17 3.79 1.83
Br 0.98 3.77 3.34
C -0.14 2.67 1.00
O 0.59 1.60 1.19
C -0.93 2.69 -0.18
O -0.85 1.62 -0.96
C -1.70 3.79 -0.47
Br -2.66 3.78 -2.11
C -3.33 0.14 -1.75
Si -2.41 -1.46 -1.61
C -2.95 -2.46 -3.12
C -3.12 -2.30 -0.09
C -0.54 -1.44 -1.55
Si 0.23 -3.11 -1.09
C -0.14 -4.38 -2.44
C -0.33 -4.01 0.43
C 2.11 -2.96 -1.03
Si 0.37 -0.63 -2.93
C 0.94 -1.80 -4.29
C -0.49 0.76 -3.82
C 1.89 0.18 -2.20
C 3.02 0.58 -2.90
C 4.00 1.30 -2.25
C 3.84 1.61 -0.91
C 2.69 1.20 -0.25
N 1.75 0.49 -0.89
H -4.36 -0.11 -2.00
H -2.94 0.82 -2.50
H -3.33 0.69 -0.81
H -4.04 -2.45 -3.21
H -2.62 -3.50 -3.07
H -2.54 -2.02 -4.04
H -4.14 -1.94 0.07
H -2.54 -2.08 0.81
H -3.16 -3.39 -0.19
H -1.15 -4.78 -2.30
H 0.56 -5.22 -2.35
H -0.07 -4.00 -3.46
H -1.36 -4.37 0.33
H -0.26 -3.41 1.33
H 0.32 -4.89 0.54
H 2.56 -3.21 -1.99
H 2.50 -3.66 -0.29
H 2.45 -1.97 -0.74
H 0.08 -2.32 -4.71
H 1.64 -2.55 -3.94
H 1.41 -1.24 -5.11
H -1.37 0.41 -4.36
H 0.21 1.19 -4.55
H -0.80 1.54 -3.13
H 3.11 0.33 -3.94
H 4.89 1.62 -2.78
H 4.58 2.18 -0.37
H 2.50 1.43 0.78
O -0.02 -1.22 1.49
C 0.21 -0.92 2.84
C 1.62 -0.41 3.07
C 2.14 0.47 3.96
C 3.55 0.60 3.86
C 4.08 -0.21 2.89
S 2.86 -1.11 2.10
C 0.04 -2.24 3.62
C -1.08 -3.02 3.63
C -0.94 -4.19 4.42
C 0.29 -4.27 5.00
S 1.27 -2.94 4.58
C -0.89 -0.01 3.37
C -1.08 0.55 4.60
C -2.28 1.30 4.69
C -3.01 1.26 3.55
S -2.25 0.31 2.36
H 1.53 1.03 4.65
H 4.14 1.28 4.46
H 5.11 -0.31 2.60
H -1.98 -2.75 3.09
H -1.71 -4.93 4.55
H 0.67 -5.04 5.65
H -0.38 0.43 5.41
H -2.58 1.85 5.57
H -3.96 1.73 3.34

These are the Löwdin partial charges, in e, on atoms 1 to 8: atom 1 (Rh): 1.192, atom 2 (Br): 0.671, atom 3 (C): -0.766, atom 4 (C): -0.765, atom 5 (Br): 0.672, atom 6 (C): -0.622, atom 7 (Br): 0.769, atom 8 (C): -0.409

- Which of these has the lowest ΔE to the lowest compared entry with this formula, charge and spin?
  C33H37Br4NO3RhS3Si3

Copy entry 1 word for word.
Molecular formula: C33H36BrN3O3PV
Method: DFT, ωB97M-V with the def2-TZVPD basis set

Output
* frontier orbital gap (alpha / beta): 3.84 / 3.17 eV
* multiplicity: 2
* ΔE to the lowest compared entry with this formula, charge and spin: 3.9 kcal per mole
* electronic energy: -5528.47180 Ha
* net charge: -1
* lowest unoccupied orbital energy (alpha / beta): 0.06500 / 0.06503 hartree

Geometry (Å):
V -0.70 -0.65 -0.40
O 0.35 -0.95 2.68
C 0.94 -0.14 1.97
O 0.51 0.38 0.87
C 2.29 0.42 2.43
C 2.58 0.27 3.78
C 3.75 0.79 4.32
C 4.63 1.47 3.49
C 4.35 1.60 2.13
C 3.19 1.07 1.57
P 2.85 1.32 -0.24
C 2.98 -0.36 -0.95
C 3.32 -1.50 -0.22
C 3.44 -2.73 -0.86
C 3.22 -2.83 -2.22
C 2.86 -1.70 -2.95
C 2.74 -0.48 -2.31
C 4.51 1.96 -0.76
C 4.66 3.33 -0.91
C 5.85 3.89 -1.35
C 6.92 3.07 -1.67
C 6.79 1.69 -1.53
C 5.60 1.14 -1.08
H 1.87 -0.27 4.39
H 3.96 0.67 5.37
H 5.54 1.89 3.89
H 5.08 2.10 1.50
H 3.51 -1.43 0.85
H 3.69 -3.61 -0.28
H 3.29 -3.79 -2.71
H 2.64 -1.78 -4.00
H 2.42 0.39 -2.88
H 3.81 3.98 -0.68
H 5.94 4.97 -1.46
H 7.85 3.50 -2.03
H 7.62 1.05 -1.78
H 5.51 0.07 -0.98
N -0.85 1.91 -2.26
C -0.80 0.94 -1.61
Br -7.07 0.54 1.80
C -5.31 0.06 1.19
C -4.33 -0.22 2.12
C -3.05 -0.51 1.65
C -2.67 -0.49 0.29
C -3.75 -0.24 -0.58
C -5.04 0.03 -0.17
H -4.55 -0.21 3.18
H -2.29 -0.74 2.40
H -3.55 -0.23 -1.65
H -5.83 0.23 -0.88
N -0.97 4.45 0.44
C 0.04 3.73 1.29
C -0.70 3.05 2.43
N -1.72 2.16 1.95
C -2.67 2.79 1.07
C -2.02 3.50 -0.10
H -0.51 4.92 -0.33
H -1.43 5.16 1.02
H 0.80 4.44 1.60
H 0.49 2.98 0.63
H -1.15 3.80 3.10
H 0.03 2.49 3.02
H -1.26 1.40 1.44
H -3.29 3.49 1.66
H -3.34 2.03 0.66
H -2.71 4.09 -0.70
H -1.50 2.79 -0.76
C -2.18 -3.95 -1.67
C -0.83 -3.37 -1.25
C -0.61 -3.53 0.25
O -0.76 -2.03 -1.65
H -2.32 -4.97 -1.30
H -2.28 -3.95 -2.75
H -2.98 -3.32 -1.25
H -0.04 -3.93 -1.78
H 0.31 -3.02 0.56
H -0.52 -4.58 0.53
H -1.45 -3.09 0.81

These are the Löwdin partial charges, in e, on atoms 1 to 8: atom 1 (V): 0.602, atom 2 (O): 0.050, atom 3 (C): -0.598, atom 4 (O): -0.234, atom 5 (C): -0.146, atom 6 (C): -0.031, atom 7 (C): -0.088, atom 8 (C): -0.093

- Which value of electronic energy does entry 5 give?
  -14029.99511 Ha